# 1
2 unconnected molecules or ions with the total composition C18H37BCl2N3O7PS. Source: OMol25; level of theory: the ωB97M-V functional and the def2-TZVPD basis.

```
70
Properties=species:S:1:pos:R:3:nbo_charge:R:1
B 3.580 0.360 2.687 0.929
H -7.643 1.708 -5.834 0.226
H -0.299 1.516 -0.416 0.189
C 1.135 2.564 0.777 -0.403
C -1.843 1.563 1.830 -0.381
O -0.054 -3.140 1.694 -0.233
H 1.914 -0.681 -1.628 0.203
H 4.034 -1.666 -2.847 0.180
Cl -4.945 1.378 -4.850 -0.053
H -3.678 -0.296 2.577 0.220
H 3.810 0.211 5.413 0.185
C 2.873 -0.073 4.935 -0.068
H -3.402 0.946 0.466 0.208
H -0.229 3.223 -0.739 0.206
O 2.680 0.581 3.678 -0.722
C -3.620 -0.502 -2.645 0.276
H 4.993 -0.914 3.057 0.497
H 1.820 1.457 -0.986 0.228
C -1.435 2.757 0.967 -0.402
C -7.159 2.680 -5.790 -0.392
H -0.979 1.067 2.271 0.201
C 2.480 -4.451 -2.138 -0.255
C 2.227 1.832 -0.046 -0.714
N -2.628 -1.324 -2.706 -0.299
H 1.884 -2.201 -0.796 0.225
H 0.676 -0.375 0.329 0.182
H 1.687 -4.168 -2.831 0.173
H -6.583 2.634 -3.734 0.226
C 1.373 -0.397 1.174 -0.467
C 2.717 -1.580 4.880 -0.632
C -3.555 -1.506 -0.785 0.278
C 2.556 -1.485 -1.267 -0.436
H -5.549 3.655 -4.736 0.228
H -2.555 1.886 2.589 0.201
O 4.598 1.298 0.521 -1.042
H 2.429 -2.227 -3.247 0.165
N 0.353 -2.183 2.215 0.372
C -0.229 2.491 0.070 -0.386
O 4.904 0.045 3.001 -0.939
H -7.916 3.438 -5.592 0.226
H 4.535 -0.841 -0.760 0.228
O 1.578 -1.753 1.630 -0.467
H 2.985 2.551 -0.330 0.260
H 3.440 -2.086 4.244 0.197
C 3.595 -1.009 -0.239 -0.721
H 2.038 -4.551 -1.142 0.171
H 3.774 -1.834 0.455 0.245
C -6.110 2.726 -4.710 -0.379
H 1.423 3.615 0.787 0.212
H 2.887 -5.428 -2.389 0.189
N -2.577 -1.987 -1.480 -0.286
O 3.557 -3.538 -2.135 -0.541
P 3.079 0.428 0.794 1.344
H -2.170 -1.219 2.223 0.221
S -4.023 -1.892 0.856 0.237
Cl -6.479 3.028 -7.399 -0.051
H 2.090 0.305 5.592 0.186
C -2.541 0.499 0.960 -0.424
H 0.862 0.125 1.986 0.201
H 1.692 -1.841 4.635 0.220
H -3.993 0.191 -3.394 0.211
C 3.183 -2.219 -2.450 -0.051
H -2.258 3.083 0.328 0.201
H -1.230 3.595 1.637 0.205
H 2.889 -1.947 5.893 0.220
C -3.012 -0.675 1.806 -0.488
H -1.800 0.165 0.236 0.208
H 5.348 0.699 0.476 0.470
H 1.085 2.254 1.820 0.208
O -4.271 -0.566 -1.451 -0.426
```

Values from the calculation:
**Gap between HOMO and LUMO**: 8.932 eV
**Charge**: 0

# 2
A single C21H18N6S molecule. Source: OMol25; level of theory: the ωB97M-V functional and the def2-TZVPD basis.

```
46
Properties=species:S:1:pos:R:3:nbo_charge:R:1
H -2.587 4.773 -5.987 0.210
C -0.002 5.230 -6.505 0.265
C -1.145 -3.113 2.907 0.447
H -2.723 -4.408 1.905 0.243
C -0.153 -0.455 0.640 -0.453
H -0.705 0.443 0.939 0.244
H 2.770 1.000 1.516 0.424
H -0.685 -0.941 -0.225 0.247
C 1.275 -0.020 0.290 0.105
H -3.974 -4.885 4.187 0.220
N 2.645 -0.095 3.617 -0.735
N -1.141 -2.321 1.847 -0.463
C -1.626 3.247 -3.211 0.065
C 0.304 3.871 -4.508 -0.115
H -0.729 1.097 -1.512 0.230
C -2.201 -4.255 2.868 -0.275
H -0.943 -5.531 4.314 0.232
C 1.920 3.057 -2.215 -0.381
H 2.444 3.817 -2.821 0.247
C 1.827 -0.360 2.659 0.437
C 0.668 -2.117 3.884 0.149
C 0.791 -1.328 2.755 -0.247
H -2.059 2.866 -2.310 0.204
C -0.542 4.480 -5.428 -0.198
H 2.968 -0.787 -0.854 0.219
H -2.197 -6.463 3.401 0.215
S 2.728 2.033 -1.049 0.435
C -0.183 -1.394 1.784 0.301
H 1.393 3.884 -4.674 0.231
H -2.657 -3.859 5.021 0.226
H 1.339 -1.972 4.726 0.201
C 2.018 -1.197 -0.379 -0.614
H 2.613 -0.548 4.548 0.349
N 1.995 0.342 1.504 -0.620
C -1.864 -5.497 3.733 -0.411
N -0.289 -3.050 3.912 -0.476
N 0.422 5.845 -7.380 -0.282
C 1.285 1.154 -0.679 -0.166
C 0.598 2.682 -2.345 -0.085
C 0.261 1.543 -1.492 -0.252
C -2.929 -4.525 4.195 -0.407
H 2.327 -1.935 0.382 0.221
H 1.378 -1.628 -1.138 0.214
C -0.235 3.267 -3.384 -0.084
C -1.933 4.326 -5.267 0.074
N -2.465 3.729 -4.173 -0.392
```

Values from the calculation:
**ΔE to the lowest compared entry with this formula, charge and spin**: 205.28 kJ/mol
**Gap between HOMO and LUMO**: 8.753 eV
**Charge**: 0

# 3
2 unconnected molecules or ions with the total composition CH6O2. Source: OMol25; level of theory: the ωB97M-V functional and the def2-TZVPD basis.

```
9
Properties=species:S:1:pos:R:3:nbo_charge:R:1
O -0.505 2.165 -0.353 -0.728
H -0.776 2.876 1.643 0.187
H 0.415 1.547 1.487 0.165
H 0.195 1.670 -0.827 0.465
H -0.357 -5.312 -1.511 0.470
C -0.011 2.432 0.985 -0.255
H 0.072 -4.063 -0.687 0.470
O 0.175 -4.487 -1.569 -0.940
H 0.793 3.171 0.831 0.165
```

Values from the calculation:
**ΔE to the lowest compared entry with this formula, charge and spin**: 33.08 kJ/mol
**Gap between HOMO and LUMO**: 11.172 eV
**Charge**: 0

# 4
A single C4H8O2 molecule. Source: OMol25; level of theory: the ωB97M-V functional and the def2-TZVPD basis.

```
14
Properties=species:S:1:pos:R:3:nbo_charge:R:1
H 2.115 0.942 0.024 0.163
H 2.805 -0.645 -0.412 0.200
H 0.392 1.347 1.624 0.116
C -1.536 -0.940 -0.045 -0.613
H -2.486 -0.409 -0.125 0.231
H -0.426 0.608 -1.052 0.185
H -1.520 -1.487 0.903 0.216
C -0.507 1.094 1.015 0.417
C 1.940 0.011 -0.532 -0.250
H -1.450 -1.664 -0.860 0.221
H 1.824 0.258 -1.599 0.168
O -1.558 1.647 1.231 -0.516
C -0.377 0.047 -0.101 -0.009
O 0.823 -0.686 -0.038 -0.529
```

Values from the calculation:
**ΔE to the lowest compared entry with this formula, charge and spin**: 152.27 kJ/mol
**Gap between HOMO and LUMO**: 10.472 eV
**Charge**: 0

# 5
8 unconnected molecules or ions with the total composition C29H35BClF8N2O22. Source: OMol25; level of theory: the ωB97M-V functional and the def2-TZVPD basis.

```
98
Properties=species:S:1:pos:R:3:mulliken_charge:R:1
C 3.446 -7.534 -2.141 0.322
H 9.440 1.459 -2.370 0.229
H -6.094 2.879 0.816 0.238
N -3.734 -2.398 -0.877 0.045
O -3.358 -7.950 -0.626 -0.333
O -12.279 0.568 -0.288 -0.326
F 3.777 1.387 1.597 -0.318
F 8.524 3.644 0.064 -0.293
C -4.965 -1.700 -0.789 -0.623
O -13.512 2.335 0.388 -0.470
O 9.555 2.577 -6.070 -0.490
H -10.660 0.241 1.941 0.287
H -3.372 -7.723 -3.392 0.277
H 10.784 4.177 -2.889 0.315
H 7.512 3.519 2.800 0.273
F 11.690 2.527 -2.190 -0.282
O 8.750 2.574 -3.964 -0.320
C 9.386 2.502 -2.691 0.055
C 1.452 7.869 4.542 -0.445
O 1.268 -6.869 -2.167 -0.214
H -2.787 -6.063 -3.169 0.268
C -3.907 2.597 0.768 -0.924
F -3.489 -3.606 -1.380 -0.006
H 1.753 -8.859 -2.431 0.280
C -4.766 -0.405 -0.188 0.057
O -7.133 0.750 -0.277 -0.264
O 4.158 4.326 0.364 -0.516
C 7.486 4.197 0.744 0.297
H -3.678 -5.940 -0.905 0.019
H 7.167 2.240 1.621 0.301
C -0.704 -3.209 -0.350 -1.064
C 1.532 6.582 5.307 0.292
C -12.514 1.700 0.442 0.590
O -1.740 -7.540 -2.143 -0.244
O 3.240 -6.656 -3.233 -0.310
H -7.051 0.758 -1.253 0.266
C -5.371 2.059 1.067 -0.377
C -0.080 -3.427 -1.781 -0.478
H 0.139 -3.367 0.383 0.403
H 2.097 6.648 6.241 0.265
H -2.728 0.253 0.489 0.126
C 10.737 3.088 -2.975 0.288
H 0.734 -2.692 -2.028 0.445
C -1.259 -1.761 -0.066 0.553
H 2.764 2.662 3.475 0.252
F -10.660 -0.994 -0.231 -0.293
Cl -0.408 -0.422 -0.937 -0.143
H 7.753 5.207 1.065 0.298
H -5.419 1.835 2.169 0.334
H -10.393 0.812 -1.070 0.259
N -3.365 -0.424 0.057 0.273
C -10.887 0.344 -0.214 0.401
O 10.973 2.708 -4.316 -0.315
C -2.955 -7.018 -2.670 -0.445
O 2.642 7.829 3.760 -0.316
O 0.855 2.809 2.685 -0.307
H -3.827 3.717 0.759 0.343
O 3.896 6.136 2.965 -0.466
H -3.477 2.221 -0.210 0.272
O 2.201 5.715 4.408 -0.249
O 6.363 4.251 -0.111 -0.322
O -0.591 1.121 2.282 -0.541
C 2.999 6.523 3.643 0.668
H -3.165 2.256 1.552 0.168
H 8.835 3.069 -1.946 -0.096
O 1.572 0.944 1.649 -0.308
C 1.988 -6.147 -3.068 0.609
H 1.439 8.741 5.193 0.274
H 1.935 -8.264 -0.770 0.282
C 5.277 4.076 0.692 0.657
C 2.553 1.947 1.446 0.457
C -10.518 0.940 1.113 -0.205
H -0.883 -3.424 -2.572 0.242
C 9.741 2.614 -4.899 0.632
O -11.448 2.010 1.235 -0.324
C -2.781 -1.582 -0.320 -0.224
O -1.278 -8.778 -0.317 -0.486
H -5.962 -2.082 -1.119 0.508
C 2.275 2.927 2.535 -0.097
H -1.447 -4.023 -0.106 0.349
B -5.780 0.778 0.172 0.193
H 2.562 3.940 2.264 -0.045
H -1.101 -1.566 1.034 0.424
C 2.058 -8.006 -1.821 -0.433
C 7.024 3.298 1.852 -0.489
H 2.455 2.355 0.438 0.369
H -9.493 1.306 1.135 0.055
O 5.629 3.586 1.914 -0.238
H 0.583 7.910 3.881 0.282
F 0.298 6.082 5.555 -0.281
C -3.804 -6.885 -1.439 0.663
H 0.437 -4.424 -1.745 -0.148
C 0.512 1.584 2.215 0.526
H 3.939 -6.997 -1.327 0.272
C -2.049 -8.153 -0.967 0.618
O 1.572 -5.186 -3.635 -0.508
F 4.229 -8.559 -2.550 -0.284
F -5.114 -7.076 -1.725 -0.312
```

Values from the calculation:
**ΔE to the lowest compared entry with this formula, charge and spin**: 0.00 kJ/mol
**Gap between HOMO and LUMO**: 8.610 eV
**Charge**: +1

# 6
A single C3H4O3 molecule. Source: OMol25; level of theory: the ωB97M-V functional and the def2-TZVPD basis.

```
10
Properties=species:S:1:pos:R:3:nbo_charge:R:1
C -0.759 0.766 0.021 -0.167
O 1.044 -1.065 0.578 -0.626
H -0.978 -1.343 0.746 0.221
C -0.880 -0.679 -0.093 0.114
H -1.438 1.344 -0.587 0.221
H -0.789 1.126 1.032 0.181
O 0.485 0.815 -0.543 -0.605
H -1.117 -1.065 -1.064 0.207
O 2.760 0.232 -0.175 -0.555
C 1.672 -0.131 0.086 1.010
```

Values from the calculation:
**ΔE to the lowest compared entry with this formula, charge and spin**: 358.27 kJ/mol
**Gap between HOMO and LUMO**: 9.082 eV
**Charge**: 0

# 7
2 unconnected molecules or ions with the total composition C10H16. Source: OMol25; level of theory: the ωB97M-V functional and the def2-TZVPD basis.

```
26
Properties=species:S:1:pos:R:3:nbo_charge:R:1
H -2.444 1.384 -0.375 0.206
H 2.479 -3.749 -1.003 0.203
H -3.044 -1.000 -0.411 0.216
C 2.082 -3.032 -1.722 -0.611
C -1.135 3.523 -0.070 -0.613
H -2.169 3.515 0.293 0.207
H 1.700 -1.228 -0.428 0.213
H 0.872 0.596 2.177 0.204
C -1.834 0.684 0.184 -0.212
H -1.256 3.216 -1.114 0.208
H -0.190 3.013 1.772 0.212
C -0.286 2.608 0.763 -0.425
H 0.759 2.519 0.453 0.215
C 0.009 0.240 1.619 -0.202
C -0.310 -1.105 1.618 -0.213
H 3.299 -1.404 -0.925 0.201
H 1.063 -3.334 -1.977 0.206
C -0.746 1.167 0.894 -0.015
H -0.820 4.564 -0.098 0.220
H 2.084 -0.867 -2.044 0.201
C -1.397 -1.545 0.860 -0.221
C -2.186 -0.668 0.153 -0.210
H 2.595 -3.156 -2.677 0.203
H 0.178 -1.738 2.342 0.214
C 2.285 -1.612 -1.267 -0.618
H -1.588 -2.593 0.984 0.210
```

Values from the calculation:
**ΔE to the lowest compared entry with this formula, charge and spin**: 45.94 kJ/mol
**Gap between HOMO and LUMO**: 10.014 eV
**Charge**: 0

# 8
A single C4H8O2 molecule. Source: OMol25; level of theory: the ωB97M-V functional and the def2-TZVPD basis.

```
14
Properties=species:S:1:pos:R:3:nbo_charge:R:1
H -2.047 -2.168 -0.781 0.470
C 0.151 0.035 0.018 -0.146
C 0.564 1.441 -0.329 -0.647
H -0.247 2.180 -0.318 0.210
C -0.907 -0.598 -0.841 -0.070
O -1.385 -1.769 -0.207 -0.716
H -1.718 0.146 -0.957 0.159
H 1.375 1.800 0.314 0.219
O 1.403 -0.069 2.039 -0.685
H -0.525 -0.815 -1.852 0.163
H 0.692 -1.736 1.082 0.193
H 0.972 1.428 -1.350 0.220
H 0.958 0.780 2.171 0.476
C 0.715 -0.654 1.011 0.152
```

Values from the calculation:
**ΔE to the lowest compared entry with this formula, charge and spin**: 174.37 kJ/mol
**Gap between HOMO and LUMO**: 9.211 eV
**Charge**: 0

# 9
A single C5H7NO molecule. Source: OMol25; level of theory: the ωB97M-V functional and the def2-TZVPD basis.

```
14
Properties=species:S:1:pos:R:3:nbo_charge:R:1
C 0.574 0.785 1.409 -0.610
H -0.971 1.481 0.042 0.224
H 1.550 0.288 1.378 0.218
H -2.013 -0.877 0.199 0.190
C -0.126 -0.278 -0.765 0.107
H 0.672 1.697 -0.557 0.223
C -1.261 -1.179 -0.531 -0.085
H -0.105 0.155 1.996 0.206
C 1.135 -0.876 -1.207 0.257
O -1.185 -0.379 -1.701 -0.450
H -1.144 -2.249 -0.687 0.200
C 0.021 1.018 0.005 -0.407
H 0.696 1.735 1.938 0.221
N 2.156 -1.322 -1.519 -0.295
```

Values from the calculation:
**ΔE to the lowest compared entry with this formula, charge and spin**: 164.02 kJ/mol
**Gap between HOMO and LUMO**: 11.950 eV
**Charge**: 0

# 10
A single C4H6N2 molecule. Source: OMol25; level of theory: the ωB97M-V functional and the def2-TZVPD basis.

```
12
Properties=species:S:1:pos:R:3:nbo_charge:R:1
H 2.177 0.202 0.474 0.225
C 0.177 0.793 -0.380 -0.297
N -1.788 -0.285 0.195 -0.213
H -1.898 1.702 0.023 0.205
C 1.105 0.070 0.559 -0.419
N -0.736 -1.279 -0.209 -0.464
C 0.466 -0.603 -0.575 -0.100
H 0.712 -0.060 1.644 0.217
H -0.579 -1.830 0.678 0.359
H 0.568 1.554 -1.047 0.230
C -1.274 0.862 -0.076 0.036
H 1.069 -1.127 -1.287 0.222
```

Values from the calculation:
**ΔE to the lowest compared entry with this formula, charge and spin**: 274.40 kJ/mol
**Gap between HOMO and LUMO**: 9.721 eV
**Charge**: 0

# 11
A molecular structure, C3Li2O6. Source: OMol25; level of theory: the ωB97M-V functional and the def2-TZVPD basis.

```
11
Properties=species:S:1:pos:R:3:nbo_charge:R:1
Li 3.288 0.914 0.083 0.916
O 2.332 -2.225 0.312 -0.742
Li -0.838 0.079 -0.122 0.811
C -3.041 0.790 0.116 0.605
O -2.478 0.539 1.191 -0.753
O 0.217 -1.494 0.127 -0.813
O 1.960 -0.053 0.200 -0.773
O -2.680 0.560 -1.049 -0.771
C 1.459 -1.359 0.212 0.966
O 1.802 2.076 -0.235 -0.797
C 1.092 1.088 -0.081 0.353
```

Values from the calculation:
**ΔE to the lowest compared entry with this formula, charge and spin**: 0.00 kJ/mol
**Gap between HOMO and LUMO (spin up / spin down)**: 4.693 / 7.063 eV
**2S+1**: 2
**Charge**: -1

# 12
A single C8H12S molecule. Source: OMol25; level of theory: the ωB97M-V functional and the def2-TZVPD basis.

```
21
Properties=species:S:1:pos:R:3:nbo_charge:R:1
C 1.350 1.438 0.813 -0.634
S 2.567 -0.883 0.052 -0.065
H -0.490 -2.212 -1.002 0.215
C 1.023 0.172 -0.023 -0.050
C -1.123 0.273 1.159 -0.163
H 1.801 -2.024 -0.135 0.119
H -3.284 0.430 0.769 0.209
H -3.109 -1.423 -0.808 0.213
H -0.173 0.363 -1.761 0.215
H 0.227 -1.288 1.370 0.263
H 1.108 1.576 -1.718 0.209
H 0.730 2.275 0.498 0.215
C 0.817 0.465 -1.525 -0.633
C -0.152 -0.662 0.528 -0.362
C -2.321 0.072 0.607 -0.223
C -2.241 -1.042 -0.333 -0.217
H 1.425 -0.238 -2.220 0.232
C -0.968 -1.491 -0.346 -0.189
H 1.281 1.412 1.854 0.220
H 2.300 1.783 0.425 0.220
H -0.768 1.003 1.796 0.208
```

Values from the calculation:
**ΔE to the lowest compared entry with this formula, charge and spin**: 181.59 kJ/mol
**Gap between HOMO and LUMO**: 9.593 eV
**Charge**: 0

Number 1: electronic energy -83911.099 eV. Number 2: electronic energy -41843.662 eV. Number 3: electronic energy -5228.548 eV. Number 4: electronic energy -8371.704 eV. Number 5: electronic energy -113597.147 eV. Number 6: electronic energy -9314.987 eV. Number 7: electronic energy -10629.267 eV. Number 8: electronic energy -8371.475 eV. Number 9: electronic energy -8834.503 eV. Number 10: electronic energy -7222.747 eV. Number 11: electronic energy -15809.688 eV. Number 12: electronic energy -19323.766 eV.